# 1
11
Properties=species:S:1:pos:R:3:forces:R:3 method="wB97M-V/def2-TZVPD" max_force_ha_per_bohr=0.0599 charge=-1 smiles=[O-]c1c(I)cc(O)n1Cl
C -0.148829 1.136751 -0.219959 -0.02 2.08 1.55
C -0.314539 0.294054 -1.288537 -0.29 -0.98 -1.84
C -0.194859 -1.065556 -0.931135 0.38 0.08 0.69
C 0.020080 0.389477 0.895964 0.36 -1.56 -0.56
N 0.058766 -0.988546 0.477580 0.03 1.93 0.29
O -0.183991 -2.150280 -1.482150 -0.49 -1.28 -1.32
O 0.445304 0.632195 2.141728 -2.41 1.15 1.53
Cl -0.040710 -2.262455 1.594370 -0.06 0.28 -0.62
I -0.833295 1.209374 -3.078021 -0.03 -0.51 -0.31
H -0.166337 2.235652 -0.373096 0.21 -0.92 0.73
H 1.358411 0.569332 2.263256 2.32 -0.27 -0.15



# 2
12
Properties=species:S:1:pos:R:3:forces:R:3 method="wB97M-V/def2-TZVPD" max_force_ha_per_bohr=0.0400 charge=-1
C 1.040840 -0.720649 -0.236798 -0.21 -0.16 -0.32
C -0.465578 -0.332254 -0.428194 0.85 -0.49 -0.13
C 0.518823 1.408875 0.443424 0.57 -0.26 -0.23
C -3.163213 -0.315017 -0.851008 -1.65 0.62 1.05
N 1.579853 0.507838 0.128662 0.37 0.38 0.08
N -0.649471 0.891166 0.005839 -0.96 0.70 0.16
O -1.273248 -1.123022 -0.911455 0.93 -0.66 -0.12
O 0.729555 2.474801 0.975210 0.13 0.42 0.25
O -3.420267 -0.219325 0.266270 0.20 -0.23 -1.11
Cl 1.130019 -1.960257 1.095864 0.08 -0.33 0.23
H 1.509952 -1.204957 -1.094234 -0.17 0.01 0.10
H 2.462740 0.592799 0.606424 -0.14 0.01 0.03



# 3
12
Properties=species:S:1:pos:R:3:forces:R:3 method="wB97M-V/def2-TZVPD" max_force_ha_per_bohr=0.0988 charge=-1
C -0.865557 0.729753 -0.150301 2.03 -4.08 2.25
C 0.478434 0.031473 -0.568500 -0.28 1.17 -0.54
C -0.663286 -1.555921 0.317106 -2.65 -0.17 -0.67
C 3.150446 0.605748 -0.367642 1.45 0.59 1.30
N -1.474761 -0.413007 0.400605 0.70 0.04 -0.14
N 0.503429 -1.224275 -0.244054 1.44 -1.64 0.38
O 1.340893 0.665681 -1.166666 -0.80 0.80 -1.01
O -1.193976 -2.635365 0.561308 1.02 -0.14 0.39
O 3.044392 1.351014 0.504045 0.18 -0.61 -0.64
Cl -0.582505 1.849240 1.106610 0.46 2.29 1.27
H -1.312587 1.121774 -0.952860 -1.84 1.89 -2.89
H -2.424919 -0.526118 0.560348 -1.70 -0.14 0.29



# 4
9
Properties=species:S:1:pos:R:3:forces:R:3 method="wB97M-V/def2-TZVPD" max_force_ha_per_bohr=0.0472 charge=-1 smiles="O=C1CC([O-])=C1Cl"
C -0.735534 -0.491428 0.567256 -0.80 -0.68 0.59
C -0.560955 0.877398 0.405210 1.98 0.14 -1.40
C 0.311662 -0.948419 -0.252780 0.34 -0.05 -0.28
C 0.783303 0.485302 -0.548779 -1.52 0.35 1.08
O -1.034546 1.957841 0.694292 -0.26 0.06 0.24
O 0.732196 -2.030587 -0.645259 0.02 -0.04 0.05
Cl -1.941639 -1.403070 1.466967 0.08 0.11 -0.10
H 0.707663 0.800849 -1.583919 0.02 0.05 -0.21
H 1.737850 0.752114 -0.102988 0.13 0.07 0.02



# 5
9
Properties=species:S:1:pos:R:3:forces:R:3 method="wB97M-V/def2-TZVPD" max_force_ha_per_bohr=0.0768 charge=-1 smiles="O=C=C/C([O-])=C/Cl"
C 0.220605 0.100896 1.106780 -0.26 -2.28 1.99
C 0.701821 1.201220 0.690904 2.00 3.36 -0.58
C -0.711701 -0.656422 0.106898 1.50 1.92 0.50
C -0.255318 -0.279762 -1.126586 1.98 -0.07 -0.86
O 1.237382 2.215403 0.353057 -0.98 -1.29 0.50
O -1.688652 -1.228661 0.523304 -1.78 -1.50 0.61
Cl -0.932527 -1.040652 -2.554824 -0.09 0.06 -0.37
H 0.590865 -0.333426 2.079097 -0.66 0.50 -1.18
H 0.837525 0.021403 -1.178630 -1.71 -0.69 -0.60



# 6
9
Properties=species:S:1:pos:R:3:forces:R:3 method="wB97M-V/def2-TZVPD" max_force_ha_per_bohr=0.1296 charge=0
C 0.145626 3.310389 -1.590251 1.00 6.37 1.58
C -0.025581 2.198443 -1.864324 -1.00 -6.40 -1.57
C 0.734544 -0.212365 0.933459 -0.35 -2.48 -0.01
C -0.159026 -1.049781 0.367170 1.28 -1.35 4.61
O -0.920635 -0.708230 -0.582538 -1.92 0.76 -3.18
F 1.508601 -0.669143 1.954972 -0.24 0.50 -0.41
F -0.585314 -2.287138 0.956701 1.30 2.24 -1.04
H 0.982714 0.708757 0.457289 0.24 0.49 0.07
H -1.680931 -1.290934 -0.632478 -0.29 -0.13 -0.05



# 7
13
Properties=species:S:1:pos:R:3:forces:R:3 method="wB97M-V/def2-TZVPD" max_force_ha_per_bohr=0.0589 charge=0 smiles="O=C[C@@](F)(C(F)F)C(F)(F)F"
C 0.282962 0.981281 -0.556750 -0.88 -0.36 -0.66
C 0.029208 -1.428905 0.492337 -0.39 -1.17 1.71
C -0.620738 -0.403647 -0.366569 -0.36 2.65 -1.42
C -2.015122 0.082761 0.154139 0.58 0.64 0.53
O 0.090414 1.982231 0.062685 0.68 -0.89 0.19
F 1.343674 -1.621818 0.180798 -0.70 0.33 0.12
F -0.592190 -2.662511 0.432218 0.32 0.86 -0.45
F -0.923134 -0.797793 -1.664627 1.00 -0.17 0.52
F -2.270210 1.349456 -0.185905 -0.14 -0.03 -0.23
F -2.124778 0.021761 1.489177 0.22 -0.20 0.16
F -2.946170 -0.643564 -0.385892 -1.12 -1.04 -0.26
H 0.890373 0.983335 -1.501336 -0.12 -0.44 0.63
H -0.141984 -1.096881 1.553795 0.91 -0.19 -0.85



# 8
9
Properties=species:S:1:pos:R:3:forces:R:3 method="wB97M-V/def2-TZVPD" max_force_ha_per_bohr=0.0794 charge=0
C -0.305089 -1.172743 -0.000100 -0.36 -0.34 0.00
C 1.043743 0.742871 0.002788 0.03 0.14 -0.01
C 0.759824 -1.929595 -0.001236 2.72 3.04 0.01
C 2.138231 0.026744 0.001085 -1.73 -3.46 0.00
O -0.206683 0.193196 0.002448 -0.16 0.19 0.00
F 1.069326 -3.199795 0.001128 -0.34 0.45 -0.01
I 4.158603 0.123536 -0.000137 -0.36 0.11 0.00
H -1.345287 -1.469369 -0.002612 0.07 -0.16 0.00
H 0.963353 1.821741 0.002186 0.13 0.02 0.00



# 9
10
Properties=species:S:1:pos:R:3:forces:R:3 method="wB97M-V/def2-TZVPD" max_force_ha_per_bohr=0.0411 charge=0 smiles="N#CC(=S)O/C=C/F"
C 1.910907 -0.698792 -0.001486 -0.76 -1.32 0.15
C 0.754045 -0.044907 0.002980 1.09 1.24 -0.04
C -1.629231 -0.224144 0.002022 0.54 0.75 -0.26
C -1.651240 1.245634 -0.030282 -0.03 1.54 0.30
H 1.877854 -1.834678 0.042022 0.71 1.64 -0.15
H 0.685905 1.051804 0.007866 -0.02 -0.55 -0.05
N -1.660858 2.411278 0.007902 -0.01 -2.11 -0.16
O -0.402057 -0.772397 0.000458 -0.69 -0.53 0.10
F 3.096647 -0.054320 -0.020457 -0.78 -0.56 0.04
S -2.981970 -1.079482 -0.011029 -0.06 -0.09 0.06



# 10
10
Properties=species:S:1:pos:R:3:forces:R:3 method="wB97M-V/def2-TZVPD" max_force_ha_per_bohr=0.0754 charge=0
C 2.576111 1.216239 0.244989 -0.36 0.86 -1.86
C 0.506273 0.676750 -1.110791 1.95 1.34 -0.93
C 1.968511 0.398607 1.237090 2.19 -2.71 1.70
C -0.107256 0.442675 0.147608 -1.17 -2.12 0.05
O 2.584921 -0.023643 2.209371 -0.01 1.10 -0.11
O 0.754129 -0.090614 1.092024 0.06 -0.29 0.70
I 4.572759 0.967357 -0.232944 -1.30 -0.01 0.26
I -0.359877 1.983976 -2.465589 0.10 -0.53 0.58
H -0.662499 1.154752 0.685755 -1.20 1.42 0.07
H -0.735429 -0.480980 -0.013144 -0.28 0.94 -0.45



# 11
10
Properties=species:S:1:pos:R:3:forces:R:3 method="wB97M-V/def2-TZVPD" max_force_ha_per_bohr=0.0930 charge=0 smiles="C#CC#N.O=C=O.I"
C 0.635585 -0.105435 1.566681 -1.32 -2.26 1.12
C -0.340460 -2.332821 2.374106 1.53 4.36 -1.24
C 0.057101 -1.250423 2.018488 -0.61 -1.96 0.73
C 0.032446 -0.582115 -1.829331 -0.32 2.25 0.35
N 1.142109 0.815987 1.176983 1.75 3.31 -1.40
O -0.516404 0.444054 -1.762416 -0.11 -0.84 -0.17
O 0.668554 -1.534312 -1.858405 0.44 -1.47 -0.16
I -1.069447 3.803473 -2.622705 -0.24 0.06 -0.24
H 0.079433 3.993950 -1.541109 0.23 0.01 0.23
H -0.688916 -3.252357 2.477710 -1.35 -3.45 0.77



# 12
8
Properties=species:S:1:pos:R:3:forces:R:3 method="wB97M-V/def2-TZVPD" max_force_ha_per_bohr=0.1069 charge=0
C 0.225174 -0.334390 -0.844298 0.79 0.80 3.61
C 1.097593 0.197948 0.071430 -4.63 0.82 2.85
C -1.120652 -0.547198 -0.578402 0.91 -0.83 -3.02
C -1.048984 0.176650 1.195997 1.35 0.58 1.74
N 0.082083 0.478177 1.539298 1.89 -0.31 -2.57
N -1.965703 -0.241241 0.311515 -2.08 0.02 0.77
H 0.778987 -0.552842 -1.661038 0.74 -0.98 -3.33
H 1.951502 0.822895 -0.034502 1.03 -0.09 -0.06



# 13
9
Properties=species:S:1:pos:R:3:forces:R:3 method="wB97M-V/def2-TZVPD" max_force_ha_per_bohr=0.0260 charge=0
N 1.328977 1.354424 -0.304115 0.05 0.07 0.00
C 0.016260 1.027011 -0.317815 -0.06 0.04 -0.01
O -0.877727 1.783039 -0.638344 0.29 -0.20 0.09
C -0.320713 -0.348542 0.081640 -0.28 -0.13 0.00
C -0.878790 -1.386646 0.343791 0.10 1.27 -0.39
C -0.993795 -3.087750 0.873482 -0.46 -0.04 -0.05
N -1.897287 -2.343481 0.524589 0.48 -0.85 0.33
H 2.035672 0.705337 -0.007315 -0.05 0.00 -0.01
H 1.587405 2.296608 -0.555913 -0.05 -0.15 0.04



# 14
9
Properties=species:S:1:pos:R:3:forces:R:3 method="wB97M-V/def2-TZVPD" max_force_ha_per_bohr=0.1399 charge=0 smiles="S=Cn1c#ccn1"
C -0.502624 -1.371719 1.013544 6.69 -1.57 -2.11
C 0.743735 -1.246113 0.418615 -4.89 0.59 2.12
C -1.434309 -0.413018 0.944981 -2.22 0.39 0.90
C 1.088905 0.751008 -1.004950 1.20 3.29 -2.16
N -0.908664 0.448183 0.106351 0.27 0.80 -0.19
N 0.402493 -0.016004 -0.167105 -1.70 -2.16 1.32
S 2.667722 0.608550 -1.445841 -1.74 0.02 0.38
H -2.413155 -0.411299 1.448876 0.58 0.60 -0.77
H 0.355898 1.650411 -1.314471 1.80 -1.95 0.52



# 15
9
Properties=species:S:1:pos:R:3:forces:R:3 method="wB97M-V/def2-TZVPD" max_force_ha_per_bohr=0.0857 charge=0
C 0.170021 0.687091 0.262743 -0.94 1.16 -1.42
C 0.064836 -0.615211 0.576300 1.01 3.82 1.96
C 0.314484 1.864890 1.080103 0.58 -0.02 0.17
C 0.300008 -0.124989 3.387138 -0.54 -1.12 -1.52
N 0.505700 2.936646 1.462133 -0.21 -0.50 0.14
N 0.071782 0.486947 4.335507 0.33 0.05 -0.12
S 0.360804 -1.364589 2.112653 0.04 0.35 1.57
H 0.015894 1.149503 -0.777484 0.15 -1.67 1.22
H -0.081705 -1.298557 -0.159217 -0.43 -2.06 -2.00



# 16
10
Properties=species:S:1:pos:R:3:forces:R:3 method="wB97M-V/def2-TZVPD" max_force_ha_per_bohr=0.3221 charge=0
C -2.122612 0.080288 1.132968 1.06 3.40 -1.52
C 0.638093 -0.111842 -0.816269 1.94 -2.13 3.32
C 1.241282 0.368812 -1.958356 13.07 8.43 -5.69
C 1.804829 -0.750783 0.133372 2.17 -1.57 3.96
H -2.696854 1.269266 0.746495 1.77 -4.19 0.89
H -2.337606 -0.363608 2.074804 -0.96 0.05 0.72
N -1.020949 -0.434380 0.693335 -1.28 0.41 -1.06
N -0.592569 0.004900 -0.569712 -0.65 0.24 0.99
N 2.468331 1.125151 -2.378379 -12.07 -7.38 3.66
N 2.618056 -1.187804 0.941741 -5.06 2.75 -5.27



Energy relative to the best compared isomer or geometry (same formula, charge and spin) / kJ/mol: 98.8 0.0 69.4 0.0 139.4 888.4 24.0 306.8 111.4 576.9 85.5 531.9 303.7 646.7 143.6 808.0